C6H16 | ωB97M-V/def2-TZVPD

Cartesian coordinates (Å):
C (-1.26, -1.74, 1.74)
C (-1.71, -1.12, 0.26)
C (-2.83, -0.14, 0.16)
H (-2.21, -1.81, 2.36)
H (-0.73, -0.91, 2.18)
H (-0.80, -2.83, 1.64)
H (-0.72, -0.78, -0.07)
H (-1.93, -2.08, -0.28)
H (-3.67, -0.66, 0.52)
H (-2.71, 0.89, 0.48)
H (-3.07, -0.01, -0.92)
C (0.69, 1.22, -1.17)
C (2.23, 1.37, -0.96)
C (2.90, 0.40, -0.03)
H (0.39, 1.85, -0.36)
H (0.33, 0.29, -1.22)
H (0.56, 1.91, -2.16)
H (2.80, 1.19, -1.94)
H (2.27, 2.57, -0.68)
H (2.48, 0.26, 0.94)
H (2.88, -0.45, -0.68)
H (3.93, 0.62, 0.17)

Output
SMILES string ... CCC.CCC
E_HOMO ... -10.6 eV
M ... 88.19 Da
ΔE to the lowest compared entry with this formula, charge and spin ... 2.425 eV
2S+1 ... 1
Kohn-Sham gap ... 11.6 eV

Löwdin atomic charges, in units of e:
1 C -0.10
2 C -0.31
3 C -0.13
4 H 0.06
5 H 0.03
6 H 0.10
7 H 0.05
8 H 0.10
9 H 0.05
10 H 0.07
11 H 0.08
12 C -0.12
13 C -0.35
14 C -0.14
15 H 0.05
16 H -0.01
17 H 0.13
18 H 0.11
19 H 0.15
20 H 0.06
21 H 0.07
22 H 0.06